Model A:
C6H12N2 | wB97M-V/def2-TZVPD

Each line ends with the Löwdin charge.
Geometry (Å):
C 1.140 2.160 -0.673  -0.04
C 1.163 0.746 -0.192  -0.35
C 1.963 -0.307 -0.610  -0.08
N 1.605 -1.403 0.123  0.04
C 0.670 -0.960 1.046  -0.21
N 0.401 0.277 0.847  0.08
H 1.730 2.763 0.033  0.08
H 0.150 2.590 -0.671  0.07
H 1.799 2.179 -1.542  0.07
H 2.602 -0.274 -1.475  0.11
H 1.831 -2.368 -0.054  0.14
H 0.419 -1.623 1.855  0.12
C -2.866 -1.031 -0.128  -0.18
C -2.870 0.493 -0.081  -0.17
H -1.867 -1.458 -0.066  0.03
H -3.407 -1.433 0.738  0.06
H -3.307 -1.567 -0.977  0.06
H -2.232 0.743 0.760  0.05
H -3.870 0.885 0.107  0.06
H -2.608 0.875 -1.069  0.06

For the HOMO energy, the calculation gives -8.477 eV. The multiplicity is 1. The SMILES is Cc1c[nH]cn1.CC. As for the HOMO-LUMO gap: 0.345 Ha.

Model B:
C6H12N2 | wB97M-V/def2-TZVPD

Each line ends with the Löwdin charge.
Geometry (Å):
C -2.739 -2.813 -0.402  0.00
C -1.717 -3.201 0.350  -0.27
N -0.783 -2.330 0.935  -0.01
C -0.048 -1.659 0.163  -0.06
H -2.905 -1.758 -0.587  0.05
H -3.454 -3.513 -0.805  0.05
H -1.641 -4.251 0.618  0.10
H 0.649 -0.949 0.591  0.05
H -0.066 -1.754 -0.926  0.09
C 2.831 3.051 0.040  -0.07
N 1.805 2.775 -0.629  -0.04
C 1.007 1.643 -0.194  -0.33
C -0.471 1.999 -0.165  -0.10
H 3.141 2.500 0.934  0.07
H 3.450 3.887 -0.276  0.07
H 1.132 0.822 -0.905  0.10
H 1.323 1.281 0.795  0.09
H -1.094 1.148 0.103  0.06
H -0.654 2.779 0.577  0.07
H -0.815 2.411 -1.112  0.07

For the HOMO energy, the calculation gives -9.309 eV. The multiplicity is 1. The SMILES is C=CN=C.C=NCC. As for the HOMO-LUMO gap: 0.377 Ha.

Result of the stability comparison: model B is the least stable of them.

Model A:
C6H12N2 | wB97M-V/def2-TZVPD

Each line ends with the Löwdin charge.
Geometry (Å):
C -0.589 -1.176 -1.179  -0.12
C -0.403 -1.554 0.490  -0.11
C 0.061 -0.410 1.448  -0.42
C 1.440 0.140 1.378  -0.07
C 0.744 0.841 0.108  -0.27
C 0.238 1.383 -1.389  -0.08
H -1.270 -1.861 -1.844  0.12
H 0.572 -1.368 -1.455  0.12
H 0.151 -2.504 0.265  0.11
H -1.220 -1.905 0.974  0.04
H -0.309 -0.717 2.458  0.15
H 1.864 0.857 2.202  0.12
H 1.965 -1.049 1.136  0.18
H 0.942 -0.135 -0.489  0.06
H -0.364 2.263 -1.441  0.07
H 0.898 1.163 -2.316  0.12
H -1.648 0.420 -0.979  -0.01
H -0.533 1.500 1.516  0.10
N -0.950 0.361 -1.583  -0.08
N -0.478 0.781 0.845  -0.02

For the HOMO energy, the calculation gives -8.367 eV. The multiplicity is 1. As for the HOMO-LUMO gap: 0.343 Ha.

Model B:
C6H12N2 | wB97M-V/def2-TZVPD

Each line ends with the Löwdin charge.
Geometry (Å):
C 1.703 2.273 0.310  -0.22
C 1.346 3.184 -0.584  -0.01
C 0.756 1.495 1.120  -0.17
C 0.089 0.401 0.116  -0.22
C -0.942 -1.838 -1.368  0.00
C -1.330 -2.898 0.737  -0.04
N -0.498 -0.766 0.710  -0.02
N -0.937 -1.717 -0.051  -0.34
H 2.017 3.652 -1.304  0.05
H 0.251 3.321 -0.714  0.07
H 1.260 0.892 1.862  0.10
H 0.025 2.039 1.614  0.08
H -0.617 1.063 -0.384  0.11
H 0.833 0.071 -0.526  0.08
H -1.116 -2.871 -1.833  0.09
H -0.642 -1.058 -2.045  0.05
H 2.786 2.231 0.317  0.10
H -1.582 -2.413 1.806  0.13
H -2.263 -3.205 0.284  0.07
H -0.551 -3.689 0.849  0.10

For the HOMO energy, the calculation gives -7.621 eV. The multiplicity is 1. As for the HOMO-LUMO gap: 0.318 Ha.

Model C:
C6H12N2 | wB97M-V/def2-TZVPD

Each line ends with the Löwdin charge.
Geometry (Å):
C 2.012 -1.571 -0.115  -0.05
C 0.831 -0.659 -0.175  -0.24
C 0.689 0.688 -0.079  -0.32
N 1.532 1.675 0.404  0.12
C -0.672 0.840 -0.623  -0.20
C -1.729 1.571 0.167  -0.09
C -0.564 -0.969 -0.573  -0.25
N -1.491 -1.500 0.370  0.04
H 2.256 -1.859 0.912  0.07
H 2.898 -1.100 -0.545  0.07
H 1.808 -2.489 -0.670  0.07
H 2.162 1.397 1.141  0.09
H 1.107 2.576 0.560  0.08
H -0.729 1.029 -1.693  0.12
H -1.481 1.621 1.228  0.07
H -1.886 2.586 -0.202  0.07
H -2.687 1.047 0.092  0.07
H -0.698 -1.472 -1.536  0.13
H -1.401 -1.070 1.283  0.09
H -1.957 -2.341 0.054  0.07

For the HOMO energy, the calculation gives -7.435 eV. The multiplicity is 1. The SMILES is CC1=C(N)[C@H](C)[C@@H]1N. As for the HOMO-LUMO gap: 0.310 Ha.

Result of the stability comparison: model A is the least stable of them.

Model A:
C6H12N2 | wB97M-V/def2-TZVPD

Each line ends with the Löwdin charge.
Geometry (Å):
C 1.053 1.289 -1.394  -0.14
N 1.209 0.025 -0.738  0.00
C 0.740 -0.221 0.422  -0.41
C 1.270 -1.656 0.853  -0.05
C -0.074 0.571 1.345  -0.05
H -0.030 1.476 -1.605  0.08
H 1.594 1.421 -2.263  0.04
H 1.366 2.140 -0.801  0.07
H 0.471 -2.207 1.406  0.07
H 2.217 -1.478 1.397  0.07
H 1.522 -2.197 -0.114  0.08
H 0.394 0.461 2.252  0.05
H -0.204 1.662 1.139  0.09
H -1.121 0.155 1.308  0.09
C -2.815 -1.386 -1.639  0.00
C -2.698 -0.247 -1.085  -0.29
N -2.585 0.934 -0.779  0.16
H -3.512 -2.174 -1.706  0.04
H -1.887 -1.693 -2.186  0.09
H -2.203 1.196 0.085  0.01

For the HOMO energy, the calculation gives -9.049 eV. The multiplicity is 1. The SMILES is CN=C(C)C.C=C=N. As for the HOMO-LUMO gap: 0.364 Ha.

Model B:
C6H12N2 | wB97M-V/def2-TZVPD

Each line ends with the Löwdin charge.
Geometry (Å):
C 1.572 1.945 -1.299  -0.05
C 1.458 1.069 -0.112  -0.39
C 0.837 1.301 1.071  -0.08
N 1.125 0.199 1.861  0.04
C 1.864 -0.641 1.114  -0.22
N 2.089 -0.155 -0.076  0.10
H 2.102 1.428 -2.095  0.08
H 2.056 2.881 -1.049  0.07
H 0.596 2.208 -1.704  0.07
H 0.175 2.043 1.492  0.12
H 0.744 0.053 2.780  0.14
H 2.263 -1.568 1.482  0.11
C -2.576 -1.690 0.063  -0.17
C -1.660 -0.964 -0.888  -0.17
H -2.122 -1.974 1.014  0.06
H -3.436 -1.090 0.357  0.06
H -2.958 -2.591 -0.405  0.06
H -0.972 -0.216 -0.499  0.04
H -2.243 -0.623 -1.748  0.07
H -0.913 -1.618 -1.358  0.07

For the HOMO energy, the calculation gives -8.669 eV. The multiplicity is 1. The SMILES is Cc1c[nH]cn1.CC. As for the HOMO-LUMO gap: 0.350 Ha.

Result of the stability comparison: model A is the least stable of them.

Model A:
C5H14NO2 | wB97M-V/def2-TZVPD

Each line ends with the Löwdin charge.
Geometry (Å):
C 0.447 1.242 -2.183  -0.25
O -0.647 2.121 -1.861  -0.09
C 1.297 0.890 -0.975  -0.18
C 0.557 0.823 0.398  -0.18
C 0.739 -0.391 1.214  -0.43
C 1.574 -0.501 2.247  0.01
N -0.179 -1.492 0.925  0.12
H -0.144 0.355 -2.435  0.11
H 1.018 1.568 -3.050  0.11
H -0.342 3.013 -1.743  0.08
H 2.201 1.495 -0.832  0.11
H 1.800 -0.071 -1.153  0.10
H 0.843 1.762 0.873  0.11
H -0.497 1.048 0.189  0.10
H 2.173 0.314 2.632  0.05
H 1.813 -1.394 2.815  0.04
H -0.728 -1.373 0.070  0.11
H -0.955 -1.541 1.680  0.05
H 0.270 -2.404 0.900  0.13
H -3.527 -1.543 0.068  0.04
H -3.138 -2.406 1.181  0.01
O -2.773 -2.084 0.355  -0.14

For the HOMO energy (spin up / spin down), the calculation gives -3.348 / -9.412 eV. Its expectation value of S² is 0.752. The multiplicity is 2. As for the HOMO-LUMO gap (spin up / spin down): 0.156 / 0.364 Ha.

Model B:
C5H14NO2 | wB97M-V/def2-TZVPD

Each line ends with the Löwdin charge.
Geometry (Å):
C -1.467 -1.244 -0.801  -0.26
N -0.101 -0.739 -1.270  -0.05
C -0.199 0.758 -1.241  -0.26
C 1.225 1.424 -0.938  -0.07
C 1.398 1.536 0.663  -0.22
O 0.735 0.491 1.250  -0.02
C -1.861 -0.785 0.580  -0.10
H -2.189 -1.064 -1.585  0.10
H -1.413 -2.380 -0.782  0.12
H 0.684 -0.952 -0.513  0.13
H -0.601 0.945 -2.272  0.12
H -1.009 1.283 -0.695  0.10
H 2.006 0.794 -1.227  0.08
H 1.145 2.333 -1.516  0.10
H 2.465 1.624 1.008  0.13
H 1.046 2.416 1.014  0.09
H -1.784 0.307 0.522  0.05
H -2.784 -1.142 1.032  0.09
H -1.017 -0.929 1.103  0.00
H 1.268 -0.824 1.695  0.00
H 0.859 -2.052 2.163  -0.09
O 1.593 -1.800 1.809  -0.03

For the HOMO energy (spin up / spin down), the calculation gives -9.263 / -9.152 eV. Its expectation value of S² is 0.755. The multiplicity is 2. As for the HOMO-LUMO gap (spin up / spin down): 0.371 / 0.237 Ha.

Result of the stability comparison: model B is the least stable of them.

Model A:
C5H14NO2 | wB97M-V/def2-TZVPD

Each line ends with the Löwdin charge.
Geometry (Å):
C 0.401 0.418 -0.594  -0.22
C 1.352 -0.620 0.027  -0.37
C 1.643 -1.659 -1.062  -0.09
C 0.506 -1.343 1.124  -0.07
N 0.405 1.730 0.101  -0.03
C -0.952 2.208 0.432  -0.31
O -1.866 1.342 0.942  0.01
H 0.635 0.654 -1.636  0.12
H -0.609 0.015 -0.595  0.07
H 2.215 -0.138 0.476  0.13
H 2.018 -1.157 -1.958  0.07
H 0.748 -2.195 -1.373  0.08
H 2.415 -2.333 -0.693  0.08
H -0.481 -0.910 1.259  0.06
H 0.429 -2.420 0.994  0.07
H 1.016 -1.248 2.090  0.07
H 0.833 1.640 1.018  0.10
H -0.723 2.891 1.275  0.16
H -1.391 2.735 -0.425  0.14
H -2.904 0.695 0.015  -0.03
H -2.407 -0.333 -0.813  0.01
O -3.283 0.030 -0.606  -0.06

For the HOMO energy (spin up / spin down), the calculation gives -9.896 / -9.845 eV. Its expectation value of S² is 0.754. The multiplicity is 2. As for the HOMO-LUMO gap (spin up / spin down): 0.396 / 0.267 Ha.

Model B:
C5H14NO2 | wB97M-V/def2-TZVPD

Each line ends with the Löwdin charge.
Geometry (Å):
C 1.773 -1.267 -0.440  -0.11
N 1.072 0.003 -0.689  -0.07
C -1.987 -1.773 0.212  -0.10
C -0.981 -0.726 0.691  -0.23
C -0.382 0.080 -0.497  -0.33
C -0.789 1.594 -0.444  -0.19
O -0.237 2.443 0.512  0.04
H 1.319 -2.102 0.070  0.06
H 2.724 -1.065 -0.015  0.07
H 1.887 -1.717 -1.470  0.09
H 1.451 0.735 -0.095  0.04
H -2.629 -2.321 0.852  0.05
H -2.554 -1.169 -0.552  0.09
H -1.481 -2.578 -0.355  0.08
H -1.542 -0.071 1.396  0.11
H -0.140 -1.070 1.368  0.12
H -0.862 -0.242 -1.478  0.15
H -0.336 1.982 -1.377  0.17
H -1.876 1.641 -0.346  0.12
H 2.082 3.050 1.346  0.03
H 1.174 2.280 0.578  0.03
O 2.313 2.294 0.734  -0.22

For the HOMO energy (spin up / spin down), the calculation gives -8.901 / -8.897 eV. Its expectation value of S² is 0.755. The multiplicity is 2. As for the HOMO-LUMO gap (spin up / spin down): 0.358 / 0.223 Ha.

Result of the stability comparison: model B is the least stable of them.

Model A:
C3H6 | wB97M-V/def2-TZVPD

Each line ends with the Löwdin charge.
Geometry (Å):
C -0.834 1.517 1.568  -0.14
C -0.166 0.487 1.380  0.07
C 0.554 -1.160 -1.317  -0.06
H -0.092 2.021 2.196  0.07
H -1.778 1.967 1.216  0.08
H -0.202 -1.717 -1.883  0.02
H 1.149 -1.892 -0.873  -0.02
H 0.200 -0.770 -0.355  -0.07
H 1.166 -0.452 -1.932  0.04

For the HOMO energy, the calculation gives -10.675 eV. The multiplicity is 1. As for the HOMO-LUMO gap: 0.395 Ha.

Model B:
C3H6 | wB97M-V/def2-TZVPD

Each line ends with the Löwdin charge.
Geometry (Å):
C 1.214 0.016 0.289  -0.03
C -0.108 0.372 -0.259  -0.41
C -1.372 0.020 0.279  -0.09
H 1.236 -0.879 0.928  0.05
H 0.589 -0.999 -0.821  0.25
H 2.094 0.254 -0.361  0.06
H 0.058 1.041 -1.114  0.09
H -2.306 0.368 -0.286  0.05
H -1.404 -0.195 1.345  0.03

For the HOMO energy, the calculation gives -7.586 eV. The multiplicity is 1. As for the HOMO-LUMO gap: 0.289 Ha.

Result of the stability comparison: model B is the least stable of them.